[1]
Below is 6 unconnected molecules or ions with the total composition C10H31NO6, with properties calculated with wB97M-V/def2-TZVPD.

Results
- ΔE to the lowest compared entry with this formula, charge and spin (kcal per mole) = 0.0
- LUMO energy (eV) = -0.05
- SMILES string = CC1(C)CCCC(C)(C)N1O.CO.O.O.O.O

Cartesian coordinates (Å):
C: -1.587 -1.185 -2.565
O: -0.847 -2.349 -2.253
H: -2.424 -1.031 -1.882
H: -0.875 -0.362 -2.579
H: -1.991 -1.223 -3.590
H: -1.438 -3.112 -2.367
O: -3.066 -3.380 -5.470
H: -3.688 -2.680 -5.245
H: -3.530 -3.926 -6.113
O: -2.714 -4.382 -2.754
H: -3.023 -4.036 -3.605
H: -2.658 -5.334 -2.872
O: 0.782 -1.554 -4.810
H: 0.333 -2.126 -4.172
H: 0.244 -1.608 -5.605
O: 0.347 -3.569 0.619
H: 0.275 -3.110 -0.227
H: -0.547 -3.559 0.970
C: 0.733 -0.806 2.939
C: 1.164 0.380 2.102
C: 0.669 0.144 0.672
C: 0.672 1.398 -0.195
C: -0.094 2.521 0.478
C: 0.387 2.822 1.894
N: 0.480 1.563 2.619
O: 0.776 1.769 3.981
C: 1.702 3.613 1.854
C: -0.667 3.685 2.583
C: 2.704 0.473 2.120
H: -0.354 -0.884 2.950
H: 1.132 -1.732 2.516
H: 1.079 -0.752 3.972
H: 1.325 -0.590 0.189
H: -0.319 -0.328 0.667
H: 1.711 1.689 -0.376
H: 0.213 1.187 -1.162
H: -1.154 2.251 0.549
H: -0.039 3.453 -0.088
H: 1.991 3.941 2.856
H: 1.623 4.482 1.204
H: 2.524 2.995 1.487
H: -0.921 4.538 1.953
H: -0.338 4.008 3.567
H: -1.570 3.088 2.738
H: 3.152 -0.513 2.239
H: 3.107 0.917 1.210
H: 3.042 1.086 2.962
H: 1.677 2.127 4.041

=====

[2]
Below is 2 unconnected molecules or ions with the total composition C4H10N2OS, with properties calculated with wB97M-V/def2-TZVPD.

Results
- ΔE to the lowest compared entry with this formula, charge and spin (kcal per mole) = 96.4
- LUMO energy (eV) = -2.90

Cartesian coordinates (Å):
N: 4.951 0.054 0.922
C: -0.513 0.111 -0.475
C: 0.542 -0.624 -1.083
S: 2.030 0.293 -1.170
C: -1.476 -0.589 0.373
N: -2.546 0.146 0.843
C: -3.258 1.077 -0.033
O: -1.339 -1.757 0.676
H: 4.841 -0.591 1.694
H: 4.071 0.104 0.418
H: 5.653 -0.326 0.302
H: -0.474 1.189 -0.543
H: 0.279 -1.051 -2.059
H: 0.697 -1.511 -0.421
H: -3.150 -0.516 1.316
H: -3.865 0.565 -0.780
H: -3.895 1.718 0.567
H: -2.547 1.707 -0.545

=====

[3]
Below is a molecular structure, C6H14AgCl2N2O2, with properties calculated with wB97M-V/def2-TZVPD.

Results
- ΔE to the lowest compared entry with this formula, charge and spin (kcal per mole) = 11.6
- total charge = -1
- LUMO energy (eV) = 2.74

Cartesian coordinates (Å):
Ag: -21.013 -5.080 -23.431
Cl: -22.524 -4.595 -25.691
Cl: -20.037 -3.500 -21.517
C: -18.711 -8.346 -21.392
C: -19.471 -8.041 -22.736
O: -19.152 -7.085 -23.480
N: -20.644 -8.697 -22.960
C: -21.449 -8.567 -24.264
H: -19.154 -7.834 -20.538
H: -17.723 -7.891 -21.314
H: -18.686 -9.412 -21.167
H: -20.916 -9.412 -22.301
H: -22.215 -7.815 -24.075
H: -21.740 -9.527 -24.690
H: -20.864 -8.026 -25.008
C: -17.865 -4.383 -25.397
C: -17.634 -5.616 -26.382
O: -16.645 -6.300 -26.131
N: -18.475 -5.776 -27.338
C: -18.310 -6.682 -28.445
H: -16.944 -3.821 -25.248
H: -18.263 -4.688 -24.429
H: -18.531 -3.647 -25.848
H: -19.323 -5.240 -27.226
H: -17.929 -6.172 -29.330
H: -19.221 -7.190 -28.759
H: -17.670 -7.522 -28.174

=====

[4]
Below is a molecular structure, C12H17Br2F3NO5PSn, with properties calculated with wB97M-V/def2-TZVPD.

Results
- total charge = +2
- LUMO energy (eV) = -10.64

Cartesian coordinates (Å):
C: -1.363 0.525 -2.304
C: -1.077 0.296 -0.820
C: -2.052 -0.801 -0.337
C: -2.379 -0.868 1.172
C: -2.225 -2.134 1.951
O: -2.492 -2.484 3.001
O: -1.280 -3.296 1.165
C: -1.166 1.639 -0.038
P: -2.828 2.267 0.422
O: -3.876 1.486 -0.277
C: -0.206 1.447 1.101
O: 0.010 2.134 2.027
O: 0.409 0.214 0.953
C: 0.387 -0.097 -0.440
N: 0.593 -1.541 -0.595
C: 1.505 0.643 -1.176
C: 2.914 0.020 -1.106
C: 3.546 -0.282 0.257
F: 2.801 -1.199 0.989
Br: 5.226 -1.165 -0.118
C: 3.748 1.003 1.177
F: 3.250 2.077 0.520
F: 3.012 0.834 2.283
Br: 5.538 1.415 1.715
H: -0.669 1.227 -2.757
H: -2.363 0.946 -2.393
H: -1.336 -0.408 -2.873
H: -3.005 -0.656 -0.840
H: -1.662 -1.744 -0.711
H: -3.429 -0.582 1.297
H: -1.780 -0.201 1.795
H: -1.673 -3.466 0.287
H: -0.769 2.398 -0.719
H: -2.778 3.624 0.115
H: -2.866 2.155 1.817
H: 0.083 -1.928 0.191
H: 0.152 -1.841 -1.462
H: 1.529 1.681 -0.851
H: 1.243 0.669 -2.234
H: 2.944 -0.899 -1.689
H: 3.593 0.717 -1.598
Sn: 0.791 -3.823 1.103

=====

Repeat the second record exactly.
Below is 2 unconnected molecules or ions with the total composition C4H10N2OS, with properties calculated with wB97M-V/def2-TZVPD.

Results
- ΔE to the lowest compared entry with this formula, charge and spin (kcal per mole) = 96.4
- LUMO energy (eV) = -2.90

Cartesian coordinates (Å):
N: 4.951 0.054 0.922
C: -0.513 0.111 -0.475
C: 0.542 -0.624 -1.083
S: 2.030 0.293 -1.170
C: -1.476 -0.589 0.373
N: -2.546 0.146 0.843
C: -3.258 1.077 -0.033
O: -1.339 -1.757 0.676
H: 4.841 -0.591 1.694
H: 4.071 0.104 0.418
H: 5.653 -0.326 0.302
H: -0.474 1.189 -0.543
H: 0.279 -1.051 -2.059
H: 0.697 -1.511 -0.421
H: -3.150 -0.516 1.316
H: -3.865 0.565 -0.780
H: -3.895 1.718 0.567
H: -2.547 1.707 -0.545